Entry 1:
The following is a quantum chemistry calculation of 12 unconnected molecules or ions with the total composition C39H82F9N7O21P2 in a non-equilibrium geometry, from the Open Molecules 2025 dataset.

Atoms and positions in Å:
1 C 1.107 3.557 -2.954
2 C 0.468 3.598 -1.601
3 O -0.310 4.749 -1.459
4 C -1.580 4.762 -1.685
5 O -2.290 3.880 -2.134
6 C -2.186 6.131 -1.290
7 F -2.843 6.054 -0.111
8 F -1.314 7.166 -1.305
9 F -3.136 6.417 -2.233
10 H 1.792 4.348 -3.198
11 H 0.363 3.582 -3.720
12 H 1.453 2.515 -2.948
13 H 1.132 3.483 -0.743
14 H -0.181 2.683 -1.498
15 C -0.603 -4.239 -3.047
16 C 0.488 -3.545 -3.820
17 O 1.735 -3.753 -3.168
18 C 2.571 -4.655 -3.746
19 O 2.373 -5.428 -4.659
20 C 3.878 -4.763 -2.927
21 F 4.918 -4.923 -3.661
22 F 4.008 -3.718 -2.158
23 F 3.739 -5.847 -2.126
24 H -0.436 -4.193 -1.958
25 H -0.756 -5.331 -3.307
26 H -1.621 -3.827 -3.230
27 H 0.469 -2.416 -3.798
28 H 0.605 -3.806 -4.884
29 C 4.525 -2.679 0.915
30 C 4.824 -1.651 1.963
31 O 4.811 -0.381 1.269
32 C 5.182 0.704 1.919
33 O 5.645 0.692 3.019
34 C 5.076 1.938 1.090
35 F 6.172 2.721 1.232
36 F 4.993 1.550 -0.152
37 F 4.007 2.664 1.390
38 H 3.581 -2.497 0.376
39 H 4.418 -3.570 1.466
40 H 5.360 -2.803 0.229
41 H 5.795 -1.754 2.505
42 H 4.091 -1.618 2.781
43 C 4.587 -1.223 6.050
44 O 3.421 -0.503 5.762
45 P 2.146 -1.115 5.155
46 O 2.291 -2.505 4.803
47 O 1.884 -0.146 3.936
48 C 1.958 1.265 3.875
49 O 1.076 -0.840 6.248
50 C -0.304 -0.885 6.008
51 H 5.036 -0.821 6.995
52 H 5.297 -0.953 5.315
53 H 4.459 -2.304 6.025
54 H 1.908 1.616 2.879
55 H 2.851 1.647 4.287
56 H 1.047 1.657 4.348
57 H -0.519 -0.599 4.899
58 H -0.682 -0.175 6.800
59 H -0.662 -1.924 6.098
60 C 4.463 0.281 -7.627
61 O 3.080 -0.020 -7.527
62 P 2.555 -1.315 -6.819
63 O 3.183 -1.665 -5.509
64 O 1.016 -1.155 -6.982
65 C 0.346 0.084 -6.612
66 O 2.882 -2.428 -7.898
67 C 3.791 -3.530 -7.673
68 H 4.720 0.827 -6.726
69 H 4.657 0.804 -8.543
70 H 5.118 -0.643 -7.659
71 H -0.660 -0.037 -6.863
72 H 0.741 0.983 -7.071
73 H 0.400 0.308 -5.510
74 H 3.444 -4.317 -8.360
75 H 3.680 -4.035 -6.699
76 H 4.839 -3.159 -7.860
77 C -4.145 -0.074 5.646
78 N -4.342 0.510 4.273
79 C -5.661 1.111 3.950
80 C -3.344 0.395 3.322
81 O -2.255 -0.144 3.464
82 H -3.890 -1.122 5.605
83 H -5.146 -0.174 6.126
84 H -3.456 0.408 6.340
85 H -5.922 1.882 4.665
86 H -5.587 1.529 2.956
87 H -6.496 0.336 3.949
88 H -3.669 0.812 2.384
89 C -5.040 -3.761 1.387
90 N -5.501 -2.386 1.230
91 C -6.689 -2.006 1.862
92 C -4.725 -1.494 0.588
93 O -4.948 -0.300 0.580
94 H -5.885 -4.435 1.230
95 H -4.696 -3.966 2.403
96 H -4.244 -3.939 0.615
97 H -6.625 -2.158 2.976
98 H -6.896 -0.934 1.707
99 H -7.463 -2.657 1.462
100 H -3.895 -1.979 0.069
101 C -2.591 4.844 3.627
102 N -1.483 4.918 2.584
103 C -0.841 6.226 2.338
104 C -0.925 3.769 2.166
105 O -0.006 3.720 1.336
106 H -3.324 5.675 3.489
107 H -2.189 4.905 4.606
108 H -3.115 3.896 3.506
109 H -1.491 6.810 1.735
110 H -0.651 6.771 3.229
111 H 0.125 6.058 1.894
112 H -1.428 2.848 2.554
113 C -6.329 2.506 -1.212
114 N -5.768 3.357 -0.225
115 C -5.843 4.821 -0.425
116 C -4.994 2.837 0.751
117 O -4.293 3.498 1.522
118 H -7.388 2.593 -1.172
119 H -6.042 1.434 -0.973
120 H -5.946 2.736 -2.195
121 H -5.099 5.266 -1.116
122 H -6.931 4.941 -0.708
123 H -5.746 5.313 0.607
124 H -5.044 1.764 0.820
125 C 0.860 -4.476 2.212
126 N -0.409 -3.819 1.912
127 C -0.877 -2.766 2.721
128 C -1.062 -4.251 0.768
129 O -2.087 -3.861 0.258
130 H 1.557 -3.670 2.594
131 H 1.274 -4.979 1.329
132 H 0.749 -5.123 3.138
133 H -0.297 -1.750 2.512
134 H -1.906 -2.653 2.514
135 H -0.787 -3.033 3.750
136 H -0.460 -5.110 0.333
137 C -1.774 0.795 -0.077
138 N -0.501 0.121 -0.294
139 C 0.686 0.604 0.417
140 C -0.361 -1.086 -0.930
141 O 0.614 -1.785 -0.897
142 H -2.616 0.322 -0.607
143 H -1.785 1.890 -0.351
144 H -2.074 0.754 0.957
145 H 1.546 0.641 -0.301
146 H 0.495 1.637 0.696
147 H 0.979 -0.049 1.251
148 H -1.283 -1.273 -1.479
149 C 5.372 -0.802 -2.317
150 N 4.306 -0.041 -2.903
151 C 2.986 -0.492 -2.512
152 C 4.414 0.828 -3.885
153 O 3.485 1.243 -4.504
154 H 5.201 -1.100 -1.300
155 H 6.300 -0.193 -2.475
156 H 5.451 -1.792 -2.949
157 H 2.243 0.140 -3.004
158 H 2.903 -1.529 -2.842
159 H 2.886 -0.498 -1.369
160 H 5.460 1.226 -4.074

Calculated values
- HOMO level (eV) = -8.593
- SMILES = CCOC(=O)C(F)(F)F.CCOC(=O)C(F)(F)F.CCOC(=O)C(F)(F)F.COP(=O)(OC)OC.COP(=O)(OC)OC.CN(C)C=O.CN(C)C=O.CN(C)C=O.CN(C)C=O.CN(C)C=O.CN(C)C=O.CN(C)C=O
- electronic energy (eV) = -138240.5983
- LUMO (eV) = 0.4

***

Entry 2:
The following is a quantum chemistry calculation of 9 unconnected molecules or ions with the total composition C39H84B2N3O37S8Si in a non-equilibrium geometry, from the Open Molecules 2025 dataset.

Atoms and positions in Å:
1 C -2.387 0.042 2.739
2 C -1.805 0.690 1.308
3 N -0.461 1.216 1.424
4 C 0.488 1.382 0.329
5 B 0.993 2.973 0.514
6 O 1.612 3.438 1.819
7 C 0.842 4.253 -0.462
8 C 2.261 5.133 -0.580
9 N 1.743 0.580 0.747
10 C 1.548 -0.860 1.060
11 C 1.170 -1.295 2.581
12 C 1.800 -0.425 3.802
13 O 1.320 0.956 3.923
14 Si 0.941 1.418 5.568
15 C -0.967 1.200 5.984
16 C 2.069 0.661 6.930
17 C 1.234 3.359 5.656
18 B 3.054 -1.565 0.796
19 C 4.470 -0.726 1.129
20 O 3.255 -2.947 0.319
21 C 0.404 -1.577 0.097
22 C 0.238 -0.777 -1.320
23 C -1.150 -1.419 -2.003
24 C 0.175 0.889 -1.188
25 N -1.257 1.122 -1.691
26 C -1.576 2.352 -2.076
27 C -2.373 3.387 -1.029
28 C -1.438 3.020 -3.606
29 O 0.972 1.632 -2.116
30 C 2.097 1.139 -2.787
31 C 1.766 0.356 -4.229
32 O 0.566 0.868 -4.906
33 C 0.054 -0.081 -5.906
34 C -1.589 -0.073 -6.012
35 H -1.536 -0.018 3.540
36 H -2.744 -1.069 2.536
37 H -3.353 0.623 3.118
38 H -2.568 1.583 1.087
39 H -2.049 -0.121 0.494
40 H -0.424 1.895 2.211
41 H 2.583 3.184 1.775
42 H 0.075 5.012 0.050
43 H 0.486 4.102 -1.550
44 H 2.693 5.031 -1.688
45 H 3.106 4.738 0.125
46 H 2.036 6.273 -0.416
47 H 2.292 1.016 1.509
48 H 2.378 0.630 -0.106
49 H 1.574 -2.411 2.720
50 H 0.014 -1.362 2.742
51 H 1.681 -1.075 4.787
52 H 2.978 -0.366 3.619
53 H -1.281 1.850 6.907
54 H -1.287 0.076 6.041
55 H -1.535 1.660 5.043
56 H 1.834 -0.510 6.953
57 H 3.214 0.873 6.816
58 H 1.660 1.076 7.971
59 H 2.298 3.495 6.169
60 H 0.437 3.909 6.313
61 H 1.361 3.835 4.569
62 H 4.685 -0.114 0.126
63 H 5.390 -1.439 1.273
64 H 4.334 0.077 1.970
65 H 4.129 -3.238 0.761
66 H -0.618 -1.743 0.691
67 H 0.727 -2.688 -0.203
68 H 1.084 -1.192 -2.000
69 H -0.910 -2.589 -2.066
70 H -2.086 -1.339 -1.309
71 H -1.314 -1.084 -3.111
72 H -2.281 4.506 -1.429
73 H -3.546 3.166 -1.027
74 H -1.931 3.388 0.049
75 H -0.308 3.169 -3.873
76 H -2.089 4.001 -3.722
77 H -1.895 2.199 -4.339
78 H 2.825 0.383 -2.218
79 H 2.811 2.040 -3.109
80 H 1.759 -0.824 -4.059
81 H 2.685 0.564 -4.946
82 H 0.380 -1.193 -5.719
83 H 0.468 0.219 -6.971
84 H -2.115 -0.320 -4.989
85 H -2.022 0.938 -6.466
86 H -1.866 -0.952 -6.771
87 C -3.214 -5.907 -6.422
88 C -3.734 -4.603 -7.019
89 O -3.172 -3.572 -6.211
90 S -1.711 -4.057 -5.673
91 O -0.701 -3.494 -6.542
92 O -1.682 -3.914 -4.236
93 O -1.868 -5.639 -6.034
94 H -3.778 -6.182 -5.524
95 H -3.248 -6.732 -7.138
96 H -4.825 -4.547 -7.012
97 H -3.370 -4.466 -8.043
98 C 0.021 8.040 8.096
99 C 0.069 6.565 7.704
100 O -0.439 5.862 8.835
101 S -1.554 6.790 9.580
102 O -2.863 6.374 9.127
103 O -1.201 6.897 10.977
104 O -1.184 8.197 8.843
105 H 0.862 8.302 8.747
106 H 0.019 8.699 7.224
107 H 1.081 6.231 7.465
108 H -0.592 6.362 6.855
109 C -4.803 8.499 -0.936
110 C -5.099 7.002 -0.984
111 O -3.943 6.412 -1.573
112 S -2.630 7.284 -1.154
113 O -2.000 6.637 -0.025
114 O -1.915 7.641 -2.357
115 O -3.418 8.603 -0.609
116 H -4.957 8.963 -1.916
117 H -5.411 9.016 -0.189
118 H -5.991 6.773 -1.571
119 H -5.212 6.591 0.024
120 C 7.207 -1.441 3.929
121 C 7.641 -1.847 5.335
122 O 7.504 -0.667 6.124
123 S 6.262 0.216 5.543
124 O 5.090 -0.075 6.339
125 O 6.732 1.560 5.297
126 O 6.108 -0.550 4.112
127 H 8.004 -0.896 3.412
128 H 6.904 -2.301 3.326
129 H 8.671 -2.212 5.363
130 H 6.973 -2.610 5.748
131 C 3.748 1.512 -7.798
132 C 3.908 0.331 -8.751
133 O 4.961 0.706 -9.637
134 S 6.019 1.651 -8.831
135 O 7.115 0.821 -8.383
136 O 6.211 2.867 -9.586
137 O 5.072 1.980 -7.546
138 H 3.183 2.323 -8.267
139 H 3.261 1.224 -6.862
140 H 2.993 0.118 -9.309
141 H 4.224 -0.570 -8.214
142 C 3.640 -7.452 2.704
143 C 3.120 -6.147 2.107
144 O 3.682 -5.116 2.915
145 S 5.144 -5.601 3.453
146 O 6.153 -5.038 2.584
147 O 5.172 -5.458 4.890
148 O 4.987 -7.183 3.092
149 H 3.076 -7.726 3.602
150 H 3.607 -8.276 1.988
151 H 2.029 -6.091 2.114
152 H 3.484 -6.010 1.083
153 C -6.676 -8.776 -2.838
154 C -6.830 -9.577 -4.129
155 O -6.363 -8.713 -5.162
156 S -5.180 -7.763 -4.564
157 O -3.907 -8.353 -4.914
158 O -5.513 -6.386 -4.847
159 O -5.456 -8.050 -2.983
160 H -7.491 -8.054 -2.724
161 H -6.634 -9.420 -1.955
162 H -7.864 -9.875 -4.313
163 H -6.191 -10.467 -4.118
164 C -5.418 -1.391 0.662
165 C -5.370 -2.866 0.270
166 O -5.878 -3.569 1.401
167 S -6.993 -2.640 2.146
168 O -8.302 -3.057 1.693
169 O -6.640 -2.534 3.542
170 O -6.623 -1.234 1.408
171 H -4.577 -1.129 1.313
172 H -5.421 -0.732 -0.210
173 H -4.358 -3.200 0.030
174 H -6.031 -3.069 -0.579

Calculated values
- HOMO level (eV) = -10.169
- net charge = +1
- electronic energy (eV) = -217921.8427
- LUMO (eV) = -2.4